# 1
The molecule C5H9N. Source: OMol25; level of theory: the ωB97M-V functional and the def2-TZVPD basis.

Geometry (Å):
C 0.62 0.30 -2.44
C -0.02 -0.41 -1.45
C -0.11 -0.17 -0.01
C 0.34 -1.23 0.97
C -0.62 0.98 0.54
N -0.53 1.23 1.91
H 1.45 0.97 -2.30
H 0.62 -0.03 -3.46
H -0.55 -1.24 -1.89
H -0.45 -1.72 1.47
H 1.08 -0.86 1.63
H 0.68 -1.95 0.28
H -0.92 1.73 -0.17
H -0.62 0.41 2.66
H -0.97 2.00 2.25

**E**: -250.593024 Eh
**LUMO level**: 0.0371 hartree
**Energy relative to the best compared isomer or geometry (same formula, charge and spin)**: 46.4 kcal/mol
**E_HOMO**: -7.7 eV
**Structure (SMILES)**: C=C/C(C)=C/N
**Orbital gap**: 8.68 eV
**Spin multiplicity**: 1
**Max |F|**: 0.084 hartree/bohr

=====

# 2
A cluster of 2 separate species, CH3NO2P in total. Source: OMol25; level of theory: the ωB97M-V functional and the def2-TZVPD basis.

Geometry (Å):
C -1.94 1.69 0.28
N 0.56 1.28 -0.19
O -2.00 1.87 1.41
O -2.31 1.63 -0.82
P 0.20 -0.24 -0.01
H 0.89 1.35 -1.21
H -1.17 -0.47 -0.39
H -0.17 -0.02 1.41

**E**: -586.492659 Eh
**LUMO level**: 0.1469 hartree
**Energy relative to the best compared isomer or geometry (same formula, charge and spin)**: 37.5 kcal/mol
**E_HOMO**: -2.2 eV
**Charge**: -1
**Orbital gap**: 6.17 eV
**Spin multiplicity**: 1
**Max |F|**: 0.081 hartree/bohr

=====

# 3
The molecule C8H13N2O3P. Source: OMol25; level of theory: the ωB97M-V functional and the def2-TZVPD basis.

Geometry (Å):
N 0.11 -1.32 3.23
C 0.24 -0.72 2.24
C 0.49 -0.09 0.93
C 0.02 -1.07 -0.13
C -1.49 -1.31 -0.13
C -2.29 -0.32 -0.96
C -2.12 1.14 -0.58
O -2.45 1.38 0.77
C 2.00 0.20 0.86
C 2.42 1.12 1.89
N 2.77 1.80 2.76
P 2.64 0.95 -0.76
O 1.31 1.22 -1.71
O 3.51 -0.25 -1.46
H -0.08 0.82 0.95
H 0.34 -0.80 -1.13
H 0.50 -2.02 0.08
H -1.86 -1.37 0.89
H -1.66 -2.29 -0.55
H -2.07 -0.44 -2.02
H -3.35 -0.56 -0.86
H -2.73 1.75 -1.24
H -1.08 1.42 -0.70
H -3.22 0.84 0.96
H 2.53 -0.74 1.01
H 1.39 0.70 -2.51
H 4.42 0.02 -1.43

**E**: -989.218078 Eh
**LUMO level**: 0.0080 hartree
**Energy relative to the best compared isomer or geometry (same formula, charge and spin)**: 0.0 kcal/mol
**E_HOMO**: -9.2 eV
**Structure (SMILES)**: N#C[C@H](CCCCO)[C@H](C#N)P(O)O
**Orbital gap**: 9.43 eV
**Spin multiplicity**: 1
**Max |F|**: 0.054 hartree/bohr

=====

# 4
A structure of composition C28H49AsF6HfN7. Source: OMol25; level of theory: the ωB97M-V functional and the def2-TZVPD basis.

Geometry (Å):
Hf 0.44 -2.40 3.22
As -0.21 -0.21 -0.25
F -1.44 -1.47 -0.63
F -1.56 0.71 0.55
F 0.93 1.10 0.21
F 1.12 -1.13 -1.01
F -0.54 0.57 -1.83
F 0.11 -1.17 1.27
C -3.69 4.24 -2.96
C -3.82 2.71 -3.03
C -3.42 2.00 -1.72
C -3.99 2.45 -0.44
N -4.46 2.84 0.56
H -3.49 4.66 -3.95
H -2.79 4.52 -2.43
H -4.51 4.78 -2.48
H -3.19 2.36 -3.86
H -4.76 2.35 -3.45
H -2.33 2.01 -1.66
H -3.63 0.93 -1.78
C 1.14 -4.13 -2.80
C -0.40 -3.81 -2.72
C -1.03 -4.45 -1.49
C -0.45 -4.04 -0.19
N 0.03 -3.75 0.83
H 1.66 -3.92 -1.86
H 1.61 -3.62 -3.64
H 1.26 -5.21 -2.92
H -0.85 -4.16 -3.64
H -0.49 -2.72 -2.65
H -0.87 -5.52 -1.60
H -2.08 -4.16 -1.40
C 5.28 1.28 1.63
C 4.01 2.09 1.30
C 3.00 2.16 2.42
C 2.29 0.85 2.66
N 1.74 -0.15 2.91
H 5.63 1.29 2.66
H 6.06 1.69 0.99
H 5.04 0.24 1.42
H 3.58 1.77 0.34
H 4.34 3.10 1.04
H 2.22 2.84 2.08
H 3.40 2.50 3.37
C -5.05 -0.22 2.09
C -4.88 -1.00 0.77
C -4.27 -2.39 0.91
C -3.01 -2.40 1.67
N -2.02 -2.46 2.26
H -5.73 0.63 1.98
H -4.09 0.24 2.32
H -5.41 -0.83 2.92
H -4.44 -0.40 -0.02
H -5.88 -1.19 0.40
H -4.12 -2.78 -0.10
H -4.89 -3.08 1.48
C 5.31 -4.53 0.30
C 5.52 -3.07 -0.03
C 4.20 -2.42 -0.52
C 3.24 -2.40 0.56
N 2.52 -2.38 1.48
H 6.20 -4.94 0.76
H 4.97 -5.01 -0.62
H 4.44 -4.66 0.94
H 6.27 -3.04 -0.82
H 5.97 -2.52 0.80
H 3.72 -3.00 -1.31
H 4.40 -1.43 -0.95
C 2.41 3.62 -3.70
C 1.64 2.33 -3.29
C 2.53 1.03 -3.46
C 3.76 1.08 -2.73
N 4.77 1.13 -2.18
H 3.17 3.84 -2.95
H 1.73 4.47 -3.78
H 2.93 3.47 -4.64
H 0.71 2.24 -3.86
H 1.46 2.47 -2.23
H 2.81 0.95 -4.51
H 2.05 0.12 -3.09
C -4.09 2.25 4.98
C -2.73 2.85 4.52
C -2.09 2.25 3.27
C -1.53 0.93 3.40
N -1.07 -0.12 3.47
H -3.96 1.24 5.37
H -4.82 2.37 4.18
H -4.56 2.88 5.73
H -2.08 2.70 5.38
H -2.82 3.92 4.35
H -1.29 2.93 2.99
H -2.82 2.27 2.45

**E**: -4361.496378 Eh
**LUMO level**: -0.5142 hartree
**Energy relative to the best compared isomer or geometry (same formula, charge and spin)**: 61.1 kcal/mol
**E_HOMO**: -17.0 eV
**Charge**: +3
**Orbital gap**: 2.97 eV
**Spin multiplicity**: 1
**Max |F|**: 0.220 hartree/bohr

=====

# 5
The ion C2HFN3O with charge +1. Source: OMol25; level of theory: the ωB97M-V functional and the def2-TZVPD basis.

Geometry (Å):
O -0.91 -0.21 2.01
C -0.34 0.19 1.09
N 0.32 1.41 0.75
N 0.78 1.49 -0.34
C 0.36 -0.07 -1.06
F 0.52 -0.39 -2.27
N -0.21 -0.70 -0.10
H -0.53 -1.71 -0.08

**E**: -415.787518 Eh
**LUMO level**: -0.2798 hartree
**Energy relative to the best compared isomer or geometry (same formula, charge and spin)**: 5.5 kcal/mol
**E_HOMO**: -16.8 eV
**Structure (SMILES)**: O=C1N=NC(F)=[NH+]1
**Charge**: +1
**Orbital gap**: 9.14 eV
**Spin multiplicity**: 1
**Max |F|**: 0.046 hartree/bohr

=====

# 6
A structure of composition C4H2O3. Source: OMol25; level of theory: the ωB97M-V functional and the def2-TZVPD basis.

Geometry (Å):
C -1.31 0.64 -1.00
C -0.35 0.31 0.04
C 0.11 -0.99 0.76
C 0.94 -0.50 -0.31
O -0.20 -1.73 1.62
O -1.47 1.78 -0.44
O -0.50 1.60 0.56
H 0.89 -1.09 -1.16
H 1.88 -0.01 -0.07

**E**: -379.051204 Eh
**LUMO level**: -0.0103 hartree
**Energy relative to the best compared isomer or geometry (same formula, charge and spin)**: 181.6 kcal/mol
**E_HOMO**: -9.7 eV
**Orbital gap**: 9.40 eV
**Spin multiplicity**: 1
**Max |F|**: 0.063 hartree/bohr